{
  "formula": "CCl6NP",
  "method": "ωB97M-V/def2-TZVPD",
  "species": ["C", "N", "P", "Cl", "Cl", "Cl", "Cl", "Cl", "Cl"],
  "positions_angstrom": [[0.327, -1.145, 0.096], [0.723, 1.729, -0.077], [-0.331, 0.624, 0.214], [-1.031, -2.183, -0.246], [1.590, -1.280, -1.157], [1.068, -1.432, 1.689], [0.151, 1.225, -2.926], [-1.036, 0.880, 2.114], [-2.126, 0.643, -0.601]],
  "e_homo_ev": [-10.342, -10.804],
  "total_energy_ev": -86947.1572,
  "e_lumo_ev": [-2.6, -3.7],
  "orbital_gap_ev": [7.71, 7.13],
  "largest_force_ev_per_a": 1.45,
  "multiplicity": 1
}

=====

{
  "formula": "CClF3",
  "method": "ωB97M-V/def2-TZVPD",
  "species": ["C", "F", "F", "F", "Cl"],
  "positions_angstrom": [[0.263, -0.404, 0.027], [-0.024, -0.925, -1.115], [-1.519, 1.542, -0.074], [-0.173, -0.926, 1.204], [1.454, 0.714, -0.042]],
  "e_homo_ev": [-9.739, -9.743],
  "total_energy_ev": -21707.1853,
  "e_lumo_ev": [-2.6, -2.6],
  "orbital_gap_ev": [7.15, 7.16],
  "largest_force_ev_per_a": 4.37,
  "multiplicity": 1
}

=====

{
  "formula": "CClF3OS",
  "method": "ωB97M-V/def2-TZVPD",
  "species": ["C", "O", "F", "F", "F", "S", "Cl"],
  "positions_angstrom": [[1.854, 0.404, 0.161], [-2.814, -0.529, 0.952], [2.829, -0.392, -0.315], [1.306, 1.124, -0.828], [-1.317, 1.059, -0.273], [-1.909, -0.510, -0.188], [0.051, -1.157, 0.490]],
  "e_homo_ev": -10.029,
  "total_energy_ev": -34591.1665,
  "e_lumo_ev": -1.4,
  "orbital_gap_ev": 8.66,
  "largest_force_ev_per_a": 2.93,
  "multiplicity": 1
}

=====

{
  "formula": "CClNa6O7",
  "method": "ωB97M-V/def2-TZVPD",
  "species": ["Na", "Na", "Na", "Na", "Na", "Na", "Cl", "O", "O", "O", "O", "C", "O", "O", "O"],
  "positions_angstrom": [[-1.763, 3.219, 0.581], [-1.172, 0.015, -2.444], [-3.985, -0.198, 2.130], [0.001, 0.702, 1.992], [0.619, -2.447, -1.952], [-1.202, -3.195, 1.538], [2.627, 0.653, -0.517], [2.231, -0.724, -0.521], [4.024, 0.893, -0.431], [2.163, 1.275, -1.719], [2.058, 1.443, 0.611], [-1.343, -0.373, 0.182], [-1.576, 0.877, 0.352], [-0.265, -1.081, -0.045], [-2.415, -1.058, 0.243]],
  "e_homo_ev": -16.868,
  "total_energy_ev": -54361.4844,
  "e_lumo_ev": -11.0,
  "orbital_gap_ev": 5.88,
  "total_charge": 3,
  "largest_force_ev_per_a": 4.47,
  "multiplicity": 1
}